# 1
A cluster of 7 separate species, C24H40N3O11 in total. Source: OMol25; level of theory: ωB97M-V/def2-TZVPD.

The value obtained for the relative energy (zero: lowest compared OMol25 entry of this formula, charge and spin) is 42.5 kcal per mole. The calculation puts the gap between HOMO and LUMO at 7.1 eV. As for the multiplicity: 1. The HOMO energy is -11.52 eV. The charge is +1. Its LUMO energy is -4.433 eV.

CARTESIAN COORDINATES (ANGSTROEM)
C -0.3677 -4.1808 0.5770
C 1.0643 -4.4258 0.2790
O 1.8243 -5.0098 1.0090
N 1.6273 -3.9318 -1.1630
H 1.0433 -4.1948 -1.9720
H 1.4423 -3.0518 -1.2020
C 3.0103 -4.1738 -1.3250
H -0.5367 -3.3438 1.0010
H -0.7047 -5.0708 0.9300
H -0.8427 -4.0828 -0.5030
H 3.5873 -4.0438 -2.2600
H 3.0283 -5.2808 -1.3110
H 3.7463 -3.7168 -0.4410
C -0.6457 -0.6228 -4.6460
C -2.0177 -0.3808 -4.0100
O -2.9767 -0.1768 -4.6360
N -2.1157 -0.7868 -2.6250
H -2.1817 -1.7838 -2.7050
H -1.1957 -0.5358 -1.9780
C -3.5017 -0.5318 -1.9720
H 0.1863 -0.6428 -4.1140
H -0.1967 0.2602 -5.2090
H -0.5537 -1.2188 -5.4880
H -3.9157 0.5452 -1.9990
H -3.4007 -0.9788 -0.9540
H -4.1287 -1.2748 -2.4210
N -0.1827 -0.3588 -0.4020
O -1.1257 -0.2408 0.4590
O 0.0453 -1.5728 -0.7540
O 0.0183 0.5542 -1.1660
C -3.1747 -3.2208 4.1010
C -3.1047 -2.3008 2.9230
C -4.1407 -1.1488 3.1260
O -1.8617 -1.7038 2.8850
H -4.0957 -3.8258 3.9980
H -3.0887 -2.5458 4.8820
H -2.3227 -3.8468 4.0170
H -3.2367 -2.6748 1.8180
H -3.8487 -0.4418 3.9330
H -5.0557 -1.3448 3.4440
H -4.2507 -0.5418 2.1020
H -1.7837 -1.0648 2.4390
C -0.2517 3.3002 1.2440
C -1.7167 3.2712 1.6610
C -2.3277 4.7572 1.2450
O -2.4017 2.3002 0.8960
H 0.2163 4.1172 1.8060
H -0.1377 3.6852 0.4050
H 0.2343 2.3272 1.2600
H -2.0247 3.4262 2.8230
H -3.2667 5.1592 1.5430
H -2.4177 4.8692 0.1120
H -1.5097 5.6912 1.3850
H -1.7407 1.5752 0.9050
C 3.8433 0.1882 2.4380
C 3.5283 1.1512 3.5570
C 2.0993 1.2292 4.0680
O 1.8773 2.1942 4.8660
C 1.0903 0.2362 3.5320
C 1.3723 -0.5968 2.3390
C 2.7743 -0.6768 1.7470
O 2.9293 -1.3488 0.7610
H 4.9563 0.1992 2.1410
H 4.4433 1.5972 3.9190
H 0.1463 -0.1368 4.1430
H 0.6003 -1.2058 1.8990
C 3.4213 3.2432 -4.6880
C 4.2693 4.3222 -4.0480
C 3.8803 4.5102 -2.3950
O 4.3423 5.4762 -1.8420
C 2.9623 3.5832 -1.8020
C 2.2843 2.5272 -2.6210
C 2.3883 2.4002 -3.9710
O 1.5113 1.6732 -4.6520
H 3.5253 3.2512 -5.7600
H 4.9563 4.8442 -4.5460
H 2.7543 3.5822 -0.7640
H 1.3213 2.1892 -2.2700

# 2
A cluster of 6 separate species, C44H79F15N2O10P in total. Source: OMol25; level of theory: ωB97M-V/def2-TZVPD.

The calculation puts the gap between HOMO and LUMO at 5.1 eV. As for the multiplicity: 1. The HOMO energy is -3.54 eV. The charge is -1. Its LUMO energy is 1.587 eV.

CARTESIAN COORDINATES (ANGSTROEM)
C 10.3005 -8.2664 1.4382
C 10.4304 -6.7792 1.0848
C 9.5998 -5.9670 2.0577
C 9.8456 -4.4416 1.9983
C 8.5779 -3.6355 1.6155
C 8.6456 -3.2451 0.1314
C 7.2872 -3.0493 -0.5491
C 6.2180 -2.3796 0.3246
C 5.2315 -1.5745 -0.5458
C 3.7639 -1.8617 -0.2350
C 2.8889 -1.1210 -1.2607
C 1.3906 -1.3274 -1.0568
C 0.9315 -2.6747 -1.6078
C -0.5547 -2.9390 -1.3510
C -1.0276 -4.1259 -2.2012
C -2.5182 -4.0932 -2.5059
C -3.4219 -4.0809 -1.2403
C -4.6697 -4.9418 -1.5085
P -6.1241 -4.5669 -0.3144
C -7.0619 -6.2287 -0.7530
C -6.9002 -6.7186 -2.1379
N -7.8135 -6.7100 -3.0138
C -7.5405 -4.1419 0.9478
C -7.0772 -3.2378 2.0967
C -8.1047 -2.1703 2.4789
C -9.1127 -2.5798 3.5623
N -8.5477 -3.4485 4.6323
H 10.9332 -8.5246 2.2811
H 10.5682 -8.9054 0.6023
H 9.2748 -8.5044 1.7036
H 11.4815 -6.5183 1.1300
H 10.0823 -6.6780 0.0611
H 9.8764 -6.2987 3.0566
H 8.5444 -6.1861 1.9495
H 10.2674 -4.0811 2.9276
H 10.5918 -4.2657 1.2297
H 8.6414 -2.7182 2.1910
H 7.6908 -4.2072 1.8541
H 9.2625 -2.3654 -0.0168
H 9.1483 -4.0575 -0.3909
H 7.4452 -2.3900 -1.3966
H 6.8726 -3.9726 -0.9474
H 5.6645 -3.0938 0.9225
H 6.6601 -1.6725 1.0238
H 5.3863 -0.5071 -0.4151
H 5.3747 -1.7899 -1.5992
H 3.4670 -1.5186 0.7471
H 3.5757 -2.9219 -0.3851
H 3.1387 -0.0636 -1.1600
H 3.1793 -1.4545 -2.2573
H 1.2076 -1.3564 0.0119
H 0.7828 -0.5317 -1.4812
H 1.5159 -3.4504 -1.1116
H 1.1539 -2.7491 -2.6722
H -1.1194 -2.0431 -1.5812
H -0.6331 -3.2065 -0.3019
H -0.5041 -4.0418 -3.1563
H -0.7165 -5.0791 -1.7880
H -2.7489 -5.0162 -3.0347
H -2.7855 -3.2972 -3.1949
H -3.7331 -3.0497 -1.0995
H -2.8332 -4.4762 -0.4189
H -4.3422 -5.9717 -1.3518
H -4.9257 -4.7615 -2.5490
H -6.8602 -3.9020 -1.4251
H -5.5259 -3.2531 -0.0231
H -5.3577 -5.1982 0.7781
H -8.1234 -6.0315 -0.6304
H -6.7741 -6.9787 -0.0135
H -5.9594 -7.1316 -2.4819
H -8.6630 -6.3198 -2.6014
H -7.9303 -5.0479 1.4062
H -8.3269 -3.6638 0.3646
H -6.1392 -2.7324 1.8648
H -6.8584 -3.8852 2.9347
H -8.6899 -1.9665 1.5871
H -7.6542 -1.2239 2.7726
H -10.0012 -3.0612 3.1653
H -9.4608 -1.6567 4.0335
H -9.3271 -3.9623 5.0301
H -8.2531 -2.8417 5.3903
C 3.6376 0.6256 5.8661
C 2.1266 0.6789 5.7825
O 1.6662 0.2836 4.4762
C 1.6227 -1.0221 4.2395
O 1.9286 -1.8945 4.9998
C 1.0694 -1.2687 2.8278
F 1.6617 -0.4656 1.9188
F -0.2513 -1.0281 2.7888
F 1.2623 -2.5335 2.4432
H 4.0840 1.2276 5.0736
H 3.9804 1.0003 6.8298
H 4.0024 -0.3939 5.7439
H 1.7806 1.6987 5.9234
H 1.6575 0.0641 6.5503
C -2.3147 4.8570 7.0390
C -1.2348 5.9169 7.0021
O -0.0619 5.4985 7.7308
C 0.7506 4.6647 7.0966
O 0.6071 4.2306 5.9901
C 1.9632 4.3440 7.9833
F 1.5954 4.0424 9.2398
F 2.7998 5.3964 8.0447
F 2.6419 3.3018 7.4879
H -2.5514 4.5899 8.0695
H -3.2185 5.2211 6.5523
H -1.9940 3.9483 6.5314
H -1.5788 6.8226 7.4968
H -0.9643 6.1822 5.9809
C 1.7772 0.2626 -5.0275
C 2.3066 1.3452 -4.1126
O 3.2593 2.1881 -4.7984
C 2.7596 3.1241 -5.5877
O 1.6001 3.3515 -5.7885
C 3.9048 3.9410 -6.2075
F 4.8736 3.1438 -6.6877
F 4.4532 4.7504 -5.2817
F 3.4574 4.7025 -7.2116
H 2.6007 -0.3121 -5.4532
H 1.1235 -0.4119 -4.4750
H 1.2126 0.6867 -5.8575
H 2.8489 0.8967 -3.2839
H 1.5021 1.9477 -3.6927
C -0.6414 5.5558 -7.1848
C -1.2934 5.8999 -5.8652
O -1.1123 7.2964 -5.5401
C -1.9218 8.1520 -6.1463
O -2.7888 7.8888 -6.9286
C -1.6122 9.5783 -5.6645
F -0.2919 9.8269 -5.6661
F -2.0618 9.7571 -4.4030
F -2.1999 10.4918 -6.4417
H 0.4113 5.8387 -7.1734
H -0.7148 4.4868 -7.3763
H -1.1135 6.0884 -8.0105
H -0.8194 5.3455 -5.0584
H -2.3532 5.6479 -5.8583
C -3.5555 9.0114 -1.6048
C -4.7099 8.8086 -2.5617
O -5.7577 8.0213 -1.9632
C -6.5722 8.6655 -1.1370
O -6.5185 9.8259 -0.8458
C -7.6511 7.7013 -0.6181
F -7.1142 6.5379 -0.2170
F -8.5428 7.4372 -1.5909
F -8.3080 8.2361 0.4158
H -3.1845 8.0510 -1.2444
H -2.7435 9.5403 -2.0981
H -3.8620 9.5888 -0.7331
H -4.3812 8.2470 -3.4337
H -5.1111 9.7572 -2.9162

# 3
A cluster of 13 separate species, C26H78O26 in total. Source: OMol25; level of theory: ωB97M-V/def2-TZVPD.

The value obtained for the relative energy (zero: lowest compared OMol25 entry of this formula, charge and spin) is 29.8 kcal per mole. The calculation puts the gap between HOMO and LUMO at 9.9 eV. As for the multiplicity: 1. The HOMO energy is -9.82 eV. Its LUMO energy is 0.049 eV.

CARTESIAN COORDINATES (ANGSTROEM)
C 28.1656 -13.2296 -0.8888
C 27.2894 -12.3769 0.0006
O 27.9631 -12.0351 1.2075
O 29.1336 -12.4524 -1.6229
H 27.6329 -13.8106 -1.6450
H 28.6568 -13.9951 -0.2729
H 26.4292 -12.9888 0.2928
H 26.8782 -11.5053 -0.5209
H 28.7699 -11.5509 1.0010
H 29.8030 -12.1275 -1.0120
C 20.3544 -8.5431 -3.4118
C 21.6869 -7.9216 -3.6028
O 22.0009 -7.0511 -2.5407
O 19.3693 -7.6464 -3.8879
H 20.1939 -8.8159 -2.3610
H 20.2428 -9.4755 -3.9803
H 21.7319 -7.3998 -4.5664
H 22.4335 -8.7336 -3.6500
H 22.6934 -6.4031 -2.7958
H 18.5116 -8.0798 -3.8737
C 20.1559 -12.8120 -3.8890
C 20.1161 -12.8123 -2.4022
O 19.8727 -11.5584 -1.7967
O 18.9635 -12.1689 -4.3693
H 20.1650 -13.8543 -4.2205
H 21.0368 -12.2498 -4.2242
H 20.9445 -13.3477 -1.9234
H 19.2443 -13.3967 -2.0783
H 20.6051 -10.9566 -1.9911
H 19.0894 -12.0210 -5.3118
C 28.8101 -8.7302 -1.4401
C 29.2678 -8.5220 -2.8613
O 29.8151 -7.1961 -3.0260
O 27.5147 -8.1834 -1.1959
H 29.5466 -8.2945 -0.7503
H 28.7786 -9.7826 -1.1441
H 28.4176 -8.5681 -3.5331
H 30.0354 -9.2503 -3.1346
H 30.7578 -7.2192 -2.8431
H 27.6037 -7.2237 -1.1174
C 25.7774 -11.0317 -4.6261
C 27.2823 -11.0740 -4.4686
O 27.9635 -10.4600 -5.5707
O 25.3160 -11.9736 -5.6166
H 25.4483 -10.0353 -4.9415
H 25.3042 -11.3226 -3.6883
H 27.5580 -12.1269 -4.3516
H 27.5319 -10.5571 -3.5386
H 28.1462 -11.1252 -6.2398
H 25.7248 -11.7471 -6.4585
C 29.2753 -9.3974 3.2356
C 29.2413 -9.0021 1.8012
O 29.6094 -7.6232 1.5973
O 30.6225 -9.3285 3.7132
H 28.8908 -10.4246 3.2921
H 28.6202 -8.7418 3.8211
H 28.2490 -9.1959 1.3756
H 29.9973 -9.5536 1.2331
H 28.7901 -7.1109 1.6860
H 30.7142 -9.9501 4.4398
C 24.2602 -8.6857 -0.1097
C 23.9031 -10.0348 -0.6982
O 22.5650 -10.1071 -1.1285
O 25.5047 -8.7964 0.5936
H 23.5226 -8.3283 0.6145
H 24.2938 -7.9399 -0.9121
H 24.0586 -10.8079 0.0688
H 24.5670 -10.2379 -1.5410
H 22.0473 -10.1113 -0.3085
H 26.2606 -8.5874 0.0197
C 24.8654 -10.9803 2.7758
C 25.1830 -10.3603 4.0938
O 26.5720 -10.4492 4.4137
O 24.9299 -12.4342 2.8468
H 25.5179 -10.6304 1.9728
H 23.8455 -10.7090 2.4797
H 24.6172 -10.8501 4.8938
H 24.9179 -9.3026 4.1141
H 26.7942 -11.3872 4.4053
H 25.8145 -12.7154 2.5951
C 20.6994 -14.1490 0.8152
C 21.8505 -13.3676 1.3756
O 22.5492 -14.0615 2.4106
O 21.1291 -15.2011 -0.0658
H 20.1266 -13.4048 0.2544
H 20.0703 -14.5969 1.5914
H 21.4264 -12.4524 1.8198
H 22.5294 -13.0340 0.5799
H 23.3363 -13.5051 2.5459
H 21.9895 -15.5281 0.2105
C 25.3029 -5.6058 -5.2632
C 25.1565 -5.7549 -3.7563
O 23.9184 -5.2523 -3.2901
O 25.1622 -4.2428 -5.6732
H 24.4939 -6.1522 -5.7389
H 26.2973 -5.9799 -5.5258
H 26.0304 -5.3455 -3.2366
H 25.1401 -6.8303 -3.5345
H 23.9469 -4.2922 -3.2559
H 25.8013 -3.7081 -5.1886
C 18.8772 -9.4102 1.6162
C 20.2648 -8.9180 1.2705
O 21.2596 -9.9588 1.4043
O 18.5214 -9.1101 2.9736
H 18.8297 -10.4906 1.4539
H 18.1132 -8.9540 0.9882
H 20.5198 -8.0614 1.8984
H 20.2873 -8.5840 0.2301
H 21.3668 -10.0699 2.3557
H 18.7560 -9.8465 3.5432
C 22.0095 -4.9197 1.6264
C 23.1857 -5.3004 0.7553
O 22.9243 -5.2250 -0.6389
O 21.0094 -5.9184 1.6381
H 21.5798 -3.9658 1.3064
H 22.3768 -4.8043 2.6486
H 23.5216 -6.3087 1.0444
H 24.0332 -4.6417 0.9551
H 22.2102 -5.8345 -0.8773
H 20.6077 -5.9752 0.7651
C 26.4324 -5.9315 3.1611
C 27.3242 -4.7438 3.2130
O 27.2405 -4.0094 1.9984
O 26.8794 -6.7779 2.1073
H 25.3816 -5.6464 3.0025
H 26.3933 -6.5052 4.0984
H 28.3713 -5.0479 3.3291
H 27.0519 -4.1072 4.0511
H 27.2056 -4.6800 1.3039
H 26.3789 -7.6061 2.0729

# 4
A structure of composition C19H26PdTe. Source: OMol25; level of theory: ωB97M-V/def2-TZVPD.

The calculation puts the gap between HOMO and LUMO at 6.3 eV. As for the multiplicity: 1. The HOMO energy is -6.54 eV. Its LUMO energy is -0.201 eV.

CARTESIAN COORDINATES (ANGSTROEM)
Pd 0.9137 0.1943 -0.0467
C 2.6704 0.3347 -1.5726
C 2.2769 1.6481 -1.4050
C 2.4459 2.0007 0.0191
C 3.0264 0.9275 0.6910
C 2.9879 -0.1853 -0.2282
C 3.6317 -1.5140 0.0170
C 3.4851 0.8650 2.1125
C 2.1473 3.3511 0.5866
C 1.7910 2.5878 -2.4620
C 2.7205 -0.4645 -2.8324
H 4.7078 -1.4513 -0.1685
H 3.2222 -2.2802 -0.6407
H 3.4839 -1.8417 1.0453
H 4.5696 0.9882 2.1789
H 3.2328 -0.0923 2.5687
H 3.0291 1.6501 2.7154
H 2.9749 4.0426 0.4064
H 1.9837 3.3033 1.6625
H 1.2580 3.7849 0.1299
H 2.6187 3.1552 -2.8964
H 1.0806 3.3097 -2.0595
H 1.2965 2.0526 -3.2723
H 3.7301 -0.4684 -3.2527
H 2.0465 -0.0595 -3.5867
H 2.4298 -1.4994 -2.6521
C -6.1435 -0.3625 0.8184
C -4.7016 -0.7754 0.7015
C -4.3403 -2.1039 0.5401
C -3.0108 -2.5026 0.4387
C -2.6867 -3.9591 0.2678
C -1.9974 -1.5391 0.4943
Te 0.0235 -2.1699 0.3001
C -2.3454 -0.1939 0.6751
C -1.3088 0.8872 0.8148
C -3.6835 0.1666 0.7703
H -6.8096 -1.1881 0.5701
H -6.3716 0.4689 0.1496
H -6.3778 -0.0389 1.8346
H -5.1158 -2.8605 0.4835
H -3.5941 -4.5599 0.2188
H -2.0790 -4.3233 1.0999
H -2.1095 -4.1259 -0.6447
H -0.7799 1.0924 -0.1592
H -0.6271 0.6780 1.6473
H -1.7638 1.8574 1.0158
H -3.9383 1.2133 0.9059

# 5
A structure of composition C11H14BN7STc. Source: OMol25; level of theory: ωB97M-V/def2-TZVPD.

The value obtained for the relative energy (zero: lowest compared OMol25 entry of this formula, charge and spin) is 6.1 kcal per mole. The calculation puts the gap between HOMO and LUMO (spin up / spin down) at 6.9 / 5.9 eV. As for the multiplicity: 4. The HOMO energy (spin up / spin down) is -16.00 / -15.95 eV. The charge is +2. Its LUMO energy (spin up / spin down) is -9.057 / -10.035 eV.

CARTESIAN COORDINATES (ANGSTROEM)
H -0.2775 2.7782 2.1836
N 0.1531 1.6079 0.4682
B 0.8295 0.8393 -1.8447
N 0.6520 1.9400 -0.7903
C 0.8250 3.2623 -0.8596
Tc -0.4101 -0.3730 0.9969
H 1.1940 3.7178 -1.7744
C 0.4757 3.8303 0.3440
H 0.4960 4.8766 0.5976
C 0.0694 2.7702 1.1708
H 1.3602 1.2622 -2.8335
C -1.9487 -2.6510 2.6218
H -2.3034 -2.6581 3.6593
H -1.0387 -3.2401 2.5695
H -2.7094 -3.1136 1.9994
N -0.5880 0.2310 -2.0188
N 1.6585 -0.2844 -1.1981
N -1.2921 -0.2331 -0.8942
N 1.3094 -0.8057 0.0505
C -1.3749 0.1023 -3.0930
C 2.7232 -0.9599 -1.6427
H -1.0152 0.4266 -4.0463
H 3.1326 -0.7304 -2.6045
C -2.5657 -0.4616 -2.7052
C 3.1126 -1.8868 -0.6872
C -2.5134 -0.6734 -1.3277
C 2.2305 -1.7496 0.3877
H -3.4005 -0.7031 -3.3370
H 3.9210 -2.5846 -0.7641
H -3.2221 -1.0657 -0.6237
H 2.1769 -2.2424 1.3337
H -1.7841 -1.5795 2.2888
S 0.2401 0.1931 5.5568
C 0.0284 0.1105 4.0069
N -0.1443 0.0479 2.8093

One value per record, in order, for maximum force: 17.9 1.7 2.0 0.6 4.0 eV Å⁻¹.